Run P
DFT (ωB97M-V/def2-TZVPD) results for the molecule C18H22N2O3S2.

The highest occupied orbital energy comes out at -8.4368 eV. The calculation puts the LUMO energy at 0.640 eV.

Last column: natural (NBO) charge in e.
Element x y z (Å)
C: -7.52 -0.85 -1.04  -0.59
C: -6.75 -1.37 0.17  -0.41
C: -5.37 -0.77 0.21  -0.03
C: -4.31 -1.36 -0.47  -0.21
C: -3.05 -0.80 -0.47  -0.19
C: -2.82 0.39 0.21  0.13
N: -1.57 1.03 0.26  -0.60
C: -0.40 0.66 -0.33  0.69
O: -0.27 -0.33 -1.01  -0.63
C: 0.75 1.62 0.01  -0.29
C: 1.62 1.00 1.11  -0.42
C: 2.43 -0.18 0.58  -0.24
N: 3.22 0.19 -0.57  -0.68
S: 4.63 1.01 -0.21  2.33
O: 4.53 1.82 0.97  -0.95
O: 5.12 1.61 -1.41  -0.93
C: 5.67 -0.37 0.20  -0.56
C: 6.24 -0.67 1.40  -0.20
C: 6.99 -1.86 1.35  -0.27
C: 6.98 -2.43 0.11  -0.39
S: 6.05 -1.52 -1.01  0.51
C: 2.43 0.72 -1.66  -0.24
C: 1.62 1.93 -1.22  -0.41
C: -3.88 0.99 0.89  -0.24
C: -5.13 0.42 0.89  -0.19
H: -8.52 -1.29 -1.07  0.21
H: -7.00 -1.10 -1.96  0.21
H: -7.62 0.23 -0.99  0.20
H: -6.67 -2.46 0.11  0.21
H: -7.29 -1.12 1.08  0.21
H: -4.48 -2.29 -1.00  0.21
H: -2.24 -1.27 -1.00  0.25
H: -1.57 1.88 0.81  0.40
H: 0.32 2.56 0.38  0.21
H: 0.99 0.66 1.95  0.21
H: 2.31 1.76 1.48  0.24
H: 3.12 -0.54 1.35  0.22
H: 1.77 -0.99 0.27  0.23
H: 6.11 -0.06 2.27  0.24
H: 7.52 -2.27 2.19  0.23
H: 7.47 -3.33 -0.20  0.24
H: 3.13 1.00 -2.45  0.24
H: 1.78 -0.07 -2.02  0.24
H: 2.31 2.74 -0.95  0.22
H: 0.99 2.27 -2.05  0.22
H: -3.71 1.92 1.43  0.20
H: -5.94 0.90 1.43  0.21

Run Q
DFT (ωB97M-V/def2-TZVPD) results for a structure of composition C18H22N2O3S2.

The highest occupied orbital energy comes out at -8.0242 eV. The calculation puts the LUMO energy at 0.086 eV.

Last column: natural (NBO) charge in e.
Element x y z (Å)
C: -5.82 -1.35 2.37  -0.64
C: -4.63 -1.06 3.07  -0.07
C: -3.52 -1.80 2.63  -0.21
C: -2.22 -1.44 3.16  -0.20
C: -2.16 -0.36 4.11  -0.02
C: -3.13 0.15 4.60  -0.33
C: -4.23 -0.10 4.04  -0.10
H: -5.41 0.34 4.26  0.18
H: -3.21 0.78 5.31  0.22
C: -0.77 -0.22 4.82  -0.42
H: -0.83 0.21 5.59  0.15
H: -0.28 -1.26 4.96  0.22
S: 0.36 0.69 3.56  0.29
C: -0.42 1.98 3.26  -0.70
C: -1.50 1.98 1.99  -0.20
N: -0.62 1.41 0.92  -0.70
C: -0.54 2.28 -0.16  0.69
O: -1.03 3.24 -0.38  -0.55
C: 0.11 1.40 -1.24  -0.19
C: 1.41 0.56 -0.93  -0.09
C: 2.04 0.11 -2.08  -0.29
C: 1.97 0.24 -3.32  0.11
C: 0.77 1.12 -3.60  -0.27
C: 0.16 1.71 -2.56  -0.13
H: -1.03 2.37 -2.99  0.17
H: 0.48 1.48 -4.59  0.21
N: 2.60 0.01 -4.31  -0.66
S: 3.39 -1.71 -4.23  2.03
O: 4.09 -1.79 -5.55  -0.89
O: 4.46 -1.44 -3.08  -0.88
C: 2.18 -2.93 -3.84  -0.78
H: 2.71 -3.70 -3.71  0.24
H: 1.58 -2.99 -4.62  0.24
H: 1.74 -2.38 -2.95  0.27
H: 2.37 0.14 -5.30  0.42
H: 2.88 -0.74 -1.71  0.22
H: 1.42 0.45 -0.03  0.17
H: -0.08 0.46 1.18  0.44
H: -1.78 2.88 1.80  0.21
H: -2.13 1.14 2.32  0.21
H: 0.47 2.81 3.12  0.24
H: -0.66 2.28 4.16  0.22
H: -1.19 -1.96 2.73  0.23
H: -3.36 -2.32 1.70  0.21
H: -5.91 -2.41 1.76  0.25
H: -6.77 -1.10 3.09  0.22
H: -5.97 -0.55 1.54  0.24

Verdict on stability: run Q comes out at the bottom.

Run P
DFT (ωB97M-V/def2-TZVPD) results for a cluster of 2 separate species, H4S2 in total.

The highest occupied orbital energy comes out at -9.2897 eV. The calculation puts the LUMO energy at 0.763 eV.

Last column: natural (NBO) charge in e.
Element x y z (Å)
S: 2.09 -0.09 -0.06  -0.27
H: 2.14 0.87 0.88  0.14
H: 0.96 -0.62 0.45  0.13
S: -1.23 0.17 -0.13  -0.30
H: -1.82 -1.04 -0.19  0.15
H: -2.14 0.72 -0.95  0.15

Run Q
DFT (ωB97M-V/def2-TZVPD) results for a cluster of 2 separate species, H4S2 in total.

The highest occupied orbital energy comes out at -9.5235 eV. The calculation puts the LUMO energy at 0.773 eV.

Last column: natural (NBO) charge in e.
Element x y z (Å)
S: 3.07 5.56 11.66  -0.30
H: 2.39 4.40 11.58  0.14
H: 2.96 5.78 10.34  0.15
S: 5.65 6.36 14.19  -0.28
H: 4.41 5.84 14.16  0.14
H: 5.18 7.61 14.34  0.14

Verdict on stability: run P comes out at the bottom.

Run P
DFT (ωB97M-V/def2-TZVPD) results for a cluster of 3 separate species, CH9NO3 in total.

The highest occupied orbital energy comes out at -9.9975 eV. The calculation puts the LUMO energy at 0.390 eV.

Last column: natural (NBO) charge in e.
Element x y z (Å)
N: -0.77 -1.48 -0.01  -0.82
C: -0.80 -0.88 1.31  0.07
O: 0.27 0.08 1.48  -0.78
H: -0.99 -0.78 -0.71  0.36
H: 0.17 -1.79 -0.20  0.37
H: -1.76 -0.38 1.41  0.17
H: -0.55 -1.67 2.02  0.18
H: -0.02 0.98 1.68  0.47
O: 1.21 -0.37 -1.65  -0.95
H: 1.04 0.06 -0.80  0.47
H: 1.37 0.39 -2.21  0.48
O: 0.08 1.98 -1.09  -0.94
H: -0.12 1.39 -0.35  0.46
H: 0.87 2.48 -0.87  0.47

Run Q
DFT (ωB97M-V/def2-TZVPD) results for a cluster of 3 separate species, CH9NO3 in total.

The highest occupied orbital energy comes out at -9.6631 eV. The calculation puts the LUMO energy at 0.635 eV.

Last column: natural (NBO) charge in e.
Element x y z (Å)
N: -0.19 0.17 -1.76  -0.88
C: -1.23 0.56 -0.69  0.06
O: -0.45 1.38 0.17  -0.73
H: -0.57 0.58 -2.60  0.35
H: 0.73 0.52 -1.48  0.38
H: -2.14 0.99 -1.06  0.17
H: -1.18 -0.43 -0.24  0.17
H: -1.08 1.98 0.59  0.47
O: -0.43 -2.57 1.04  -0.97
H: -0.78 -2.54 0.14  0.49
H: 0.50 -2.56 1.21  0.49
O: 2.18 0.71 1.07  -0.95
H: 1.42 0.91 1.63  0.49
H: 2.07 -0.10 0.57  0.47

Verdict on stability: run Q comes out at the bottom.

Run P
DFT (ωB97M-V/def2-TZVPD) results for a structure of composition C22H36MoO2P2.

The highest occupied orbital energy (spin up / spin down) comes out at -13.3797 / -13.3348 eV. The spin multiplicity is 3. The calculation puts the LUMO energy (spin up / spin down) at -7.689 / -8.894 eV. The charge is +2. The expectation value of S² is 2.064.

Last column: Löwdin spin population.
Element x y z (Å)
P: 1.71 3.34 -0.03  0.01
P: -0.81 2.38 -1.81  -0.01
C: 1.03 4.46 -1.35  0.00
C: -0.46 4.17 -1.43  0.00
H: 1.54 4.22 -2.30  0.00
H: 1.23 5.50 -1.07  0.00
H: -0.96 4.44 -0.49  0.00
H: -0.94 4.69 -2.27  0.00
C: -0.89 2.59 -3.69  -0.01
H: -1.18 1.65 -4.18  0.00
H: 0.05 2.97 -4.11  0.00
H: -1.67 3.34 -3.91  0.00
C: -2.65 2.77 -1.77  0.03
H: -2.94 3.49 -2.54  0.00
H: -2.95 3.16 -0.78  0.00
H: -3.18 1.82 -1.97  0.00
C: 3.50 3.40 -0.37  0.01
H: 3.70 2.50 -1.08  0.01
H: 4.05 3.32 0.59  0.00
H: 3.74 4.34 -0.88  0.00
C: 1.09 3.85 1.55  0.00
H: 0.00 3.70 1.53  0.00
H: 1.30 4.89 1.80  0.00
H: 1.47 3.21 2.36  0.00
Mo: 2.12 1.53 -1.14  0.82
C: -2.68 -1.90 -0.32  0.00
C: -1.82 -1.81 -1.35  0.00
C: -0.62 -0.93 -1.54  0.00
C: -0.51 0.08 -0.39  0.02
C: -1.70 0.97 -0.33  0.06
C: -2.56 1.14 0.68  0.01
C: -3.34 0.02 1.29  0.00
C: -2.74 -1.41 1.11  0.00
C: 3.35 0.28 0.42  0.00
H: -3.56 -2.53 -0.52  0.00
H: -1.96 -2.55 -2.16  0.00
H: -0.62 -0.45 -2.55  0.00
H: 0.27 -1.59 -1.51  0.00
H: -0.34 -0.51 0.52  0.00
H: 0.48 0.74 -0.58  0.01
H: 2.86 1.37 0.45  0.00
H: -2.87 2.13 1.05  0.00
H: -4.35 -0.03 0.85  0.00
H: -3.49 0.22 2.36  0.00
H: -1.83 -1.56 1.71  0.00
H: -3.49 -2.08 1.56  0.00
H: 2.92 -0.30 1.24  0.00
H: 4.44 0.39 0.50  0.00
H: 3.11 -0.29 -0.52  0.00
O: 1.01 -2.85 0.07  0.10
C: 0.64 -3.08 1.25  0.02
O: 0.16 -2.30 2.12  0.03
C: 0.83 -4.53 1.68  0.27
C: 0.27 -4.98 2.89  0.08
C: 0.44 -6.30 3.32  0.07
C: 1.19 -7.20 2.55  0.27
C: 1.74 -6.77 1.32  0.04
C: 1.55 -5.45 0.89  0.11
H: -0.30 -4.27 3.49  0.00
H: 0.01 -6.62 4.27  0.00
H: 1.35 -8.22 2.89  0.01
H: 2.32 -7.46 0.71  0.00
H: 1.96 -5.12 -0.07  0.00

Run Q
DFT (ωB97M-V/def2-TZVPD) results for a structure of composition C22H36MoO2P2.

The highest occupied orbital energy (spin up / spin down) comes out at -12.7797 / -12.6609 eV. The spin multiplicity is 3. The calculation puts the LUMO energy (spin up / spin down) at -8.426 / -8.374 eV. The charge is +2. The expectation value of S² is 2.260.

Last column: Löwdin spin population.
Element x y z (Å)
P: -0.33 -1.90 -2.83  -0.01
P: -0.08 1.84 -3.05  0.09
C: -0.73 -0.62 -4.10  0.00
C: 0.25 0.55 -4.25  0.01
H: -1.78 -0.32 -3.94  0.00
H: -0.75 -1.22 -5.04  0.00
H: 1.30 0.23 -4.22  0.00
H: 0.10 1.00 -5.24  0.00
C: -1.54 2.66 -3.63  0.01
H: -1.88 3.40 -2.90  0.00
H: -2.34 1.98 -3.92  0.00
H: -1.27 3.22 -4.54  0.00
C: 1.29 2.94 -3.06  0.02
H: 1.12 3.70 -3.83  0.00
H: 2.25 2.45 -3.28  0.00
H: 1.36 3.49 -2.11  0.00
C: -1.34 -3.26 -3.32  0.00
H: -1.31 -4.06 -2.56  0.00
H: -0.90 -3.67 -4.25  0.00
H: -2.37 -2.94 -3.53  0.00
C: 1.35 -2.40 -3.24  0.00
H: 2.03 -1.58 -3.48  0.00
H: 1.27 -2.98 -4.18  0.00
H: 1.76 -3.07 -2.48  0.00
Mo: -0.70 -1.51 1.24  2.06
C: 0.54 2.54 0.00  0.00
C: -0.80 2.32 -0.15  0.01
C: -1.35 1.08 -0.87  0.08
C: -1.83 -0.43 -0.60  0.01
C: -0.62 -1.48 -1.08  0.00
C: 0.81 -1.18 -0.50  -0.11
C: 1.47 0.08 -0.95  0.00
C: 1.60 1.37 -0.04  0.00
C: 0.79 -2.46 2.47  -0.13
H: 0.88 3.41 0.65  0.00
H: -1.47 2.78 0.59  0.00
H: -0.53 0.86 -1.71  0.02
H: -2.28 1.44 -1.33  0.00
H: -2.29 -0.71 0.38  0.00
H: -2.62 -0.72 -1.33  0.00
H: -0.93 -2.51 -0.77  0.01
H: 1.53 -2.03 -0.62  0.00
H: 1.06 0.29 -1.94  0.00
H: 2.51 -0.20 -1.13  0.00
H: 1.71 1.02 1.04  0.00
H: 2.58 1.80 -0.38  0.00
H: 1.41 -1.51 2.58  0.01
H: 1.11 -3.33 1.83  0.00
H: -0.17 -2.51 3.15  -0.01
O: -1.10 -0.13 3.29  -0.05
C: -0.05 0.42 3.78  0.00
O: 0.92 0.97 3.22  0.01
C: -0.01 0.35 5.32  -0.01
C: 1.22 0.17 5.99  0.00
C: 1.25 -0.14 7.35  0.00
C: 0.05 -0.21 8.07  0.00
C: -1.17 0.10 7.43  0.00
C: -1.19 0.37 6.06  0.00
H: 2.14 0.29 5.41  0.00
H: 2.20 -0.31 7.86  0.00
H: 0.05 -0.44 9.13  0.00
H: -2.11 0.13 7.99  0.00
H: -2.13 0.59 5.55  0.00

Verdict on stability: run P comes out at the bottom.